# 1
Density functional theory data (ωB97M-V/def2-TZVPD) for a structure of composition C34H23N2O2P2PtS4.

```
68
Properties=species:S:1:pos:R:3:forces:R:3
Pt 0.344 -2.177 0.182 0.183 -0.270 0.305
S 1.311 -1.693 -2.510 -0.060 0.176 -0.060
P 0.170 -0.203 -1.850 0.211 -0.132 -0.191
C 0.409 -0.166 -0.109 -0.409 0.006 -0.049
P 0.354 1.140 1.078 0.357 -0.081 0.081
S 1.078 0.661 2.835 -0.081 0.063 -0.112
C -1.369 1.730 1.155 -0.060 0.029 0.009
C -2.063 2.082 -0.002 0.051 0.014 -0.061
C -3.381 2.504 0.066 0.043 -0.035 0.041
C -4.018 2.574 1.299 0.026 -0.001 0.009
C -3.333 2.227 2.455 0.000 -0.009 -0.023
C -2.011 1.806 2.385 -0.044 -0.052 -0.033
C 1.316 2.501 0.344 0.042 0.093 0.015
C 2.686 2.277 0.190 -0.014 0.040 0.025
C 3.504 3.271 -0.319 -0.058 0.039 0.018
C 2.962 4.500 -0.682 0.008 -0.043 0.058
C 1.604 4.728 -0.531 0.010 -0.068 0.013
C 0.781 3.731 -0.017 0.054 0.013 -0.037
C 0.545 1.345 -2.742 0.017 0.055 0.070
C -0.429 2.250 -3.156 -0.005 0.055 -0.084
C -0.070 3.429 -3.797 0.058 -0.032 0.031
C 1.269 3.719 -4.016 -0.048 -0.056 0.006
C 2.247 2.826 -3.598 -0.063 -0.021 -0.010
C 1.888 1.645 -2.969 -0.027 0.014 -0.044
C -1.584 -0.538 -2.224 -0.018 0.008 -0.012
C -1.989 -0.528 -3.559 0.034 -0.086 -0.027
C -3.285 -0.879 -3.900 -0.005 0.005 0.005
C -4.188 -1.257 -2.914 0.031 0.011 0.012
C -3.789 -1.279 -1.586 0.023 0.020 -0.029
C -2.493 -0.917 -1.243 -0.017 0.079 0.052
H -1.567 2.030 -0.967 -0.079 0.004 0.202
H -3.912 2.763 -0.840 -0.003 0.009 -0.013
H -5.051 2.895 1.356 -0.001 0.001 0.000
H -3.831 2.277 3.415 0.001 -0.002 0.003
H -1.467 1.516 3.275 0.009 0.014 0.008
H 3.104 1.322 0.488 0.004 -0.007 0.009
H 4.565 3.090 -0.433 0.009 -0.008 0.001
H 3.601 5.278 -1.080 0.009 0.002 -0.007
H 1.179 5.683 -0.813 -0.013 0.002 -0.001
H -0.278 3.920 0.106 0.018 0.028 0.006
H -1.479 2.033 -2.998 0.027 -0.008 -0.064
H -0.838 4.120 -4.121 -0.007 0.004 -0.005
H 1.550 4.639 -4.514 0.003 0.008 0.001
H 3.293 3.049 -3.763 -0.002 -0.001 0.008
H 2.646 0.936 -2.658 -0.010 0.002 -0.009
H -1.279 -0.271 -4.335 0.003 0.006 0.008
H -3.586 -0.874 -4.940 0.001 0.002 -0.001
H -5.196 -1.546 -3.183 0.002 -0.002 -0.001
H -4.481 -1.587 -0.813 0.004 0.010 0.008
H -2.196 -0.928 -0.201 0.031 -0.016 0.007
S 2.484 -2.716 1.202 -0.160 0.088 -0.127
C 1.968 -3.490 2.626 0.060 -0.046 0.166
C 2.898 -4.302 3.326 -0.036 0.112 -0.134
C 2.584 -4.902 4.513 0.120 -0.186 0.187
C 3.566 -5.728 5.172 -0.186 0.144 -0.119
N 4.357 -6.384 5.686 0.034 -0.014 0.024
C 1.297 -4.709 5.090 0.021 -0.078 0.235
C 0.382 -3.932 4.436 -0.075 0.073 -0.118
C 0.667 -3.326 3.187 0.044 0.029 0.138
S -0.535 -2.367 2.470 -0.027 -0.110 -0.197
C 0.955 -5.303 6.357 0.116 0.031 -0.240
N 0.681 -5.779 7.367 -0.030 0.013 0.034
H 3.879 -4.453 2.896 0.005 0.022 -0.006
H -0.596 -3.778 4.873 -0.005 0.008 -0.023
O 0.142 -6.225 -0.991 0.152 -0.121 0.120
C 0.564 -5.148 -0.612 -0.409 0.211 -0.389
O -0.175 -4.195 -0.141 0.016 -0.085 0.190
H 1.640 -4.911 -0.702 0.117 0.030 0.121
```
Forces are in eV/Å.

Calculated values
HOMO (spin up / spin down) in Eh: -0.1525 / -0.2046
2S+1: 5
LUMO level (spin up / spin down) in eV: 2.116 / 0.054
Charge: -1
HOMO-LUMO gap (spin up / spin down) in eV: 6.27 / 5.62
Strongest force on any atom in eV/A: 0.60
⟨S²⟩: 6.04

=====

# 2
Density functional theory data (ωB97M-V/def2-TZVPD) for a structure of composition C34H24EuF10N6S2 at a distorted geometry.

```
77
Properties=species:S:1:pos:R:3:forces:R:3
Eu -0.177 0.056 0.137 -2.989 -0.328 -1.486
C -3.271 -1.491 -0.425 -0.030 -0.081 0.005
N -2.220 -1.707 0.576 0.335 0.100 -0.005
C -1.624 -3.033 0.428 -0.247 -0.008 0.240
C -0.852 -3.235 -0.841 0.101 -0.086 -0.108
N 0.131 -2.180 -1.015 0.856 0.073 -0.071
C 1.124 -2.435 -1.915 -0.611 0.023 0.439
C 1.451 -3.635 -2.589 0.058 -0.197 -0.098
F 0.695 -4.754 -2.465 0.077 -0.044 -0.056
C 2.551 -3.773 -3.419 -0.190 -0.193 0.038
F 2.796 -4.970 -3.980 -0.012 0.050 0.007
C 3.405 -2.725 -3.674 0.141 -0.020 -0.067
F 4.486 -2.876 -4.461 0.021 -0.005 -0.003
C 3.110 -1.517 -3.081 -0.034 0.159 0.052
F 3.904 -0.456 -3.288 -0.024 0.006 0.006
C 2.009 -1.403 -2.268 0.171 0.181 -0.104
F 1.759 -0.169 -1.764 0.138 0.157 0.244
C -2.757 -1.573 1.937 -0.087 -0.195 -0.123
C -2.743 -0.147 2.411 -0.029 0.081 0.099
N -1.359 0.297 2.348 0.561 0.722 0.101
C -1.034 1.441 3.028 0.057 -0.776 -0.367
C 0.321 1.651 3.362 0.046 0.066 0.071
F 1.193 0.655 3.083 0.144 0.024 -0.010
C 0.817 2.784 3.965 0.069 -0.099 -0.014
F 2.130 2.889 4.233 0.015 -0.010 -0.026
C -0.041 3.806 4.326 0.177 0.070 0.029
F 0.425 4.932 4.896 0.004 0.003 0.014
C -1.382 3.633 4.076 -0.339 -0.072 -0.084
F -2.240 4.612 4.409 0.036 -0.066 -0.011
C -1.865 2.486 3.460 -0.311 0.333 0.043
F -3.192 2.446 3.239 0.052 0.015 0.029
H -4.036 -2.277 -0.338 -0.019 -0.017 -0.019
H -2.847 -1.503 -1.427 0.041 0.056 -0.018
H -3.726 -0.516 -0.272 -0.001 0.055 0.013
H -2.403 -3.811 0.497 -0.016 -0.021 0.048
H -0.949 -3.176 1.276 0.049 -0.015 0.006
H -1.536 -3.308 -1.696 0.021 0.098 -0.053
H -0.397 -4.222 -0.739 -0.010 -0.016 0.021
H -2.117 -2.155 2.602 0.014 -0.023 0.062
H -3.769 -2.001 1.982 -0.027 -0.012 0.023
H -3.125 -0.134 3.440 0.025 0.020 0.035
H -3.428 0.455 1.808 0.072 0.061 -0.042
S -0.877 0.449 -2.637 0.596 -0.279 0.558
C -2.372 1.275 -2.873 -0.949 0.546 -0.203
C -2.935 1.324 -4.175 0.399 -0.124 0.587
C -4.129 1.956 -4.430 -0.419 0.324 0.287
C -4.822 2.580 -3.378 0.068 -0.173 -0.577
C -4.299 2.552 -2.107 0.577 -0.238 0.337
C -3.069 1.910 -1.813 -0.421 0.046 -1.152
S -2.488 1.916 -0.186 0.672 -0.342 0.798
H -2.391 0.838 -4.976 -0.002 0.001 0.022
H -4.532 1.973 -5.436 -0.001 0.001 0.007
H -5.766 3.080 -3.565 0.021 -0.015 0.000
H -4.825 3.027 -1.287 0.003 0.002 0.000
C 4.201 -3.719 0.654 -0.109 0.157 0.010
C 2.928 -3.586 1.195 0.105 -0.031 0.005
C 2.326 -2.339 1.245 -0.149 0.056 0.072
C 2.989 -1.221 0.756 0.091 -0.399 0.202
C 4.279 -1.345 0.248 -0.010 0.071 -0.158
C 4.875 -2.593 0.191 0.015 0.011 -0.002
N 2.271 0.010 0.742 0.945 -0.089 0.056
N 2.997 1.013 0.696 0.062 -0.300 0.077
C 2.312 2.235 0.594 -0.342 1.053 0.035
C 3.059 3.373 0.866 0.270 -0.516 0.038
C 2.438 4.603 0.829 -0.322 0.354 -0.021
C 1.093 4.664 0.492 0.449 0.069 0.127
C 0.426 3.488 0.209 -0.075 -0.404 -0.146
N 1.016 2.285 0.263 0.366 0.170 0.275
H 4.664 -4.695 0.589 -0.001 0.008 -0.005
H 2.399 -4.454 1.567 0.008 0.040 -0.009
H 1.343 -2.229 1.683 -0.061 0.004 -0.029
H 4.776 -0.466 -0.139 0.019 -0.035 -0.032
H 5.864 -2.693 -0.239 -0.025 0.008 0.016
H 4.102 3.250 1.123 -0.037 0.055 -0.019
H 2.994 5.502 1.062 -0.005 -0.009 -0.011
H 0.557 5.603 0.445 0.025 -0.014 0.007
H -0.622 3.474 -0.070 -0.072 -0.079 -0.014
```
Forces are in eV/Å.

Calculated values
HOMO (spin up / spin down) in Eh: -0.1313 / -0.1319
2S+1: 7
LUMO level (spin up / spin down) in eV: 0.466 / 0.467
Charge: -1
HOMO-LUMO gap (spin up / spin down) in eV: 4.04 / 4.06
Strongest force on any atom in eV/A: 3.35
⟨S²⟩: 12.03

=====

# 3
Density functional theory data (ωB97M-V/def2-TZVPD) for a structure of composition C34H24I2N5O7V.

```
73
Properties=species:S:1:pos:R:3:forces:R:3
V -0.654 0.291 0.029 0.158 -0.389 0.310
N -0.310 -1.569 -0.908 0.096 0.235 -0.163
C -0.236 -1.790 -2.336 -0.009 -0.039 -0.054
C -0.044 -3.100 -2.763 0.026 -0.048 0.059
C 0.020 -3.416 -4.106 -0.012 0.050 -0.028
C -0.132 -2.398 -5.036 -0.001 -0.016 -0.014
C -0.323 -1.097 -4.610 0.025 -0.046 0.016
C -0.354 -0.745 -3.252 0.017 -0.002 -0.025
C -0.604 0.686 -2.905 -0.098 0.036 -0.071
C -0.184 1.661 -3.820 -0.102 -0.073 -0.052
C -0.606 2.973 -3.708 0.043 0.031 -0.048
C -1.475 3.331 -2.686 -0.099 -0.005 0.141
C -1.799 2.398 -1.711 0.095 0.021 -0.332
C -1.332 1.076 -1.767 0.068 0.023 0.444
H 0.504 -2.012 -0.487 -0.013 -0.073 0.050
H -1.130 -2.067 -0.520 -0.030 -0.072 -0.039
H 0.062 -3.876 -2.012 -0.002 0.010 -0.009
H 0.171 -4.439 -4.423 0.002 -0.001 0.007
H -0.117 -2.617 -6.096 0.000 0.003 0.013
H -0.483 -0.327 -5.352 0.001 0.002 0.012
H 0.478 1.388 -4.632 -0.024 0.022 -0.004
H -0.273 3.711 -4.427 0.005 -0.010 0.000
H -1.856 4.344 -2.622 0.008 -0.012 -0.008
H -2.397 2.714 -0.866 -0.017 0.002 0.023
I -1.248 0.741 4.111 -0.087 -0.134 0.070
C -1.892 -1.170 3.554 0.115 0.437 -0.338
C -2.225 -2.100 4.547 -0.042 -0.159 0.266
C -2.668 -3.348 4.221 -0.046 -0.078 0.326
I -3.177 -4.657 5.784 0.046 0.107 -0.152
C -2.763 -3.742 2.867 0.077 0.131 -0.344
C -3.176 -5.016 2.422 -0.008 -0.033 -0.036
C -3.179 -5.303 1.087 -0.056 -0.144 0.073
C -2.745 -4.324 0.181 0.063 0.184 -0.036
N -2.372 -3.122 0.548 -0.095 -0.121 -0.087
C -2.401 -2.803 1.864 0.077 -0.074 0.147
C -2.007 -1.453 2.205 -0.073 -0.345 -0.072
O -1.810 -0.596 1.248 -0.064 0.497 0.007
H -2.139 -1.810 5.586 0.008 0.006 -0.013
H -3.484 -5.758 3.147 0.001 0.003 0.006
H -3.493 -6.272 0.722 0.002 0.005 0.019
H -2.702 -4.540 -0.882 -0.003 -0.008 0.004
O -0.841 2.229 0.977 0.188 -0.051 0.034
C 0.289 2.518 0.520 -0.245 0.054 -0.025
O 0.965 1.629 -0.087 0.086 -0.039 -0.151
C 0.823 3.902 0.650 -0.166 0.045 0.121
C 0.095 4.830 1.384 -0.087 0.088 0.075
C 0.576 6.122 1.488 0.137 -0.302 -0.186
C 1.751 6.516 0.878 0.069 0.225 0.043
C 2.443 5.572 0.149 -0.252 -0.069 0.104
C 2.001 4.269 0.024 0.174 -0.116 -0.159
N 3.692 5.971 -0.518 0.271 -0.005 -0.030
O 4.090 7.101 -0.332 -0.067 0.016 -0.015
O 4.250 5.137 -1.200 -0.055 0.010 0.002
N -0.185 7.110 2.267 -0.066 0.192 0.135
O -1.228 6.747 2.766 0.006 -0.042 -0.020
O 0.285 8.225 2.362 0.000 -0.038 -0.031
H -0.832 4.544 1.859 0.011 -0.003 -0.007
H 2.114 7.529 0.968 -0.005 -0.002 -0.001
H 2.559 3.552 -0.562 -0.009 0.008 0.011
N 1.123 -0.525 1.569 0.032 0.312 -0.039
C 1.918 -1.650 1.238 0.009 -0.168 0.044
C 2.763 -1.608 0.131 0.018 0.087 0.009
C 3.470 -2.740 -0.246 -0.038 -0.018 0.032
C 3.338 -3.922 0.471 0.013 0.017 -0.024
C 2.497 -3.961 1.574 -0.008 0.027 -0.004
C 1.788 -2.832 1.960 -0.058 -0.043 -0.025
H 0.827 -0.531 2.539 -0.119 -0.034 -0.027
H 1.612 0.346 1.386 0.114 -0.061 0.067
H 2.854 -0.685 -0.432 0.002 -0.018 -0.011
H 4.121 -2.696 -1.109 0.001 -0.003 0.005
H 3.888 -4.804 0.173 -0.003 0.006 0.004
H 2.389 -4.876 2.143 -0.002 0.006 0.000
H 1.123 -2.865 2.816 -0.001 -0.007 0.000
```
Forces are in eV/Å.

Calculated values
HOMO (spin up / spin down) in Eh: -0.2952 / -0.2995
2S+1: 3
LUMO level (spin up / spin down) in eV: -1.083 / -1.080
HOMO-LUMO gap (spin up / spin down) in eV: 6.95 / 7.07
Strongest force on any atom in eV/A: 0.56
⟨S²⟩: 2.02

=====

> Which of these has the highest strongest force on any atom?

C34H24EuF10N6S2

=====

> Number 1 is which compound?

C34H23N2O2P2PtS4

=====

> Which of these has the highest 2S+1?

C34H24EuF10N6S2